C36H51BaClN3OP2 as an isolated structure in a non-equilibrium geometry, computed with ωB97M-V/def2-TZVPD.

Atoms and positions in Å:
C 0.367 -0.481 -2.816
C -0.158 1.755 -2.310
C 0.206 -0.269 -4.188
C -0.183 2.043 -3.700
C -0.023 1.037 -4.636
H 0.275 -1.126 -4.863
H -0.351 3.075 -3.994
H -0.068 1.242 -5.707
N 0.211 0.490 -1.896
P 2.000 -1.923 -1.028
P -1.028 2.725 0.300
C 0.679 -1.911 -2.297
H -0.243 -2.293 -1.834
H 0.919 -2.594 -3.124
C -0.516 2.788 -1.382
H -0.572 3.789 -1.826
C -2.949 2.849 0.239
C -0.118 4.227 1.136
C 1.778 -3.573 -0.112
C 3.573 -1.758 -2.076
C -3.464 2.198 1.536
H -3.109 2.718 2.438
H -4.564 2.223 1.533
H -3.149 1.145 1.597
C -3.386 4.306 0.105
H -3.137 4.904 0.991
H -2.949 4.776 -0.787
H -4.480 4.338 -0.015
C -3.430 2.043 -0.972
H -4.530 2.013 -0.975
H -3.090 2.486 -1.917
H -3.070 1.010 -0.927
C -0.604 4.339 2.595
H -0.452 3.394 3.141
H -0.021 5.114 3.116
H -1.665 4.612 2.678
C 1.387 3.898 1.121
H 1.653 3.048 1.776
H 1.756 3.706 0.102
H 1.937 4.769 1.508
C -0.330 5.517 0.342
H -1.377 5.817 0.257
H 0.205 6.334 0.851
H 0.085 5.431 -0.671
C 4.786 -2.048 -1.175
H 5.705 -1.880 -1.757
H 4.813 -1.361 -0.316
H 4.811 -3.078 -0.794
C 3.652 -0.288 -2.538
H 2.812 -0.013 -3.193
H 3.675 0.411 -1.686
H 4.586 -0.149 -3.105
C 3.541 -2.668 -3.310
H 4.487 -2.543 -3.862
H 3.446 -3.731 -3.055
H 2.725 -2.404 -4.000
C 0.282 -3.829 0.155
H -0.257 -4.066 -0.774
H 0.198 -4.706 0.816
H -0.224 -2.981 0.645
C 2.536 -3.462 1.231
H 2.101 -2.702 1.903
H 2.470 -4.435 1.742
H 3.602 -3.227 1.089
C 2.333 -4.718 -0.961
H 1.840 -4.771 -1.942
H 3.420 -4.655 -1.099
H 2.125 -5.662 -0.434
Ba 0.994 0.376 0.888
C 4.064 1.486 0.631
O 5.190 1.696 0.520
N -1.430 -0.642 0.551
C -2.422 -1.001 0.014
C -3.621 -1.710 -0.306
C -4.052 -2.700 0.594
C -4.377 -1.454 -1.468
C -5.222 -3.423 0.353
H -3.463 -2.891 1.493
C -5.560 -2.167 -1.695
H -4.030 -0.703 -2.180
C -5.987 -3.145 -0.787
H -5.537 -4.197 1.060
H -6.156 -1.962 -2.588
H -6.916 -3.692 -0.970
Cl -0.776 -1.816 6.672
C 0.426 -1.060 5.712
C 1.534 -0.477 6.338
C 2.501 0.137 5.545
C 2.325 0.155 4.155
N 1.262 -0.418 3.556
C 0.299 -1.002 4.314
H 1.605 -0.509 7.420
H 3.385 0.610 5.971
H 3.059 0.657 3.506
H -0.575 -1.408 3.806

Computed properties:
ΔE to the lowest compared entry with this formula, charge and spin = 5.72 kJ/mol
Max |F| = 4.2 eV/Å
E_tot = -2810.11593 a.u.
Net charge = +1
2S+1 = 1

Löwdin atomic charge list, values in e, 2 entries:
1. C -0.38
2. C -0.38

=====

C36H51BrCaN3OP2 as an isolated structure in a non-equilibrium geometry, computed with ωB97M-V/def2-TZVPD.

Atoms and positions in Å:
C -2.037 -1.682 -0.777
C 0.099 -1.391 -1.690
C -2.366 -2.623 -1.750
C -0.194 -2.267 -2.729
C -1.435 -2.900 -2.749
H -3.342 -3.101 -1.719
H 0.558 -2.455 -3.506
H -1.676 -3.578 -3.551
N -0.786 -1.174 -0.687
P -2.751 0.555 0.796
P 2.452 -0.563 -0.129
C -3.118 -1.145 0.167
H -4.097 -1.103 -0.354
H -3.228 -1.833 1.030
C 0.503 3.118 3.068
O 0.964 3.916 3.752
C 1.365 -0.518 -1.717
H 2.046 -0.798 -2.530
C 3.842 0.706 -0.406
C 3.103 -2.293 0.179
C -3.435 1.668 -0.576
C -3.635 0.753 2.462
C 3.368 2.030 0.239
H 3.177 1.895 1.317
H 4.166 2.782 0.119
H 2.454 2.424 -0.230
C 5.135 0.304 0.326
H 4.973 0.185 1.405
H 5.596 -0.605 -0.080
H 5.851 1.132 0.189
C 4.167 0.932 -1.893
H 5.084 1.547 -1.939
H 4.368 -0.008 -2.431
H 3.372 1.486 -2.414
C 3.664 -2.267 1.627
H 3.167 -1.505 2.247
H 3.463 -3.238 2.102
H 4.743 -2.079 1.651
C 1.914 -3.280 0.139
H 1.082 -2.943 0.779
H 1.534 -3.442 -0.879
H 2.263 -4.249 0.535
C 4.174 -2.716 -0.848
H 4.314 -2.016 -1.683
H 5.143 -2.866 -0.347
H 3.890 -3.689 -1.279
C -3.361 2.185 2.970
H -3.619 2.239 4.041
H -2.299 2.456 2.870
H -3.963 2.937 2.444
C -3.020 -0.238 3.473
H -3.185 -1.288 3.194
H -1.941 -0.090 3.605
H -3.500 -0.070 4.450
C -5.149 0.509 2.384
H -5.493 0.196 3.387
H -5.708 1.420 2.132
H -5.427 -0.291 1.685
C -2.739 1.386 -1.941
H -3.483 1.456 -2.749
H -1.944 2.121 -2.131
H -2.267 0.403 -2.012
C -3.116 3.125 -0.200
H -2.038 3.261 -0.024
H -3.396 3.769 -1.047
H -3.668 3.472 0.678
C -4.949 1.481 -0.729
H -5.237 0.448 -0.953
H -5.505 1.821 0.152
H -5.279 2.098 -1.577
Ca 0.062 0.555 0.979
N 0.468 1.657 -0.924
C 0.866 0.998 -1.924
C 0.930 1.543 -3.337
C 0.857 2.935 -3.429
C 1.067 0.778 -4.508
C 1.015 3.576 -4.659
H 0.678 3.495 -2.507
C 1.195 1.421 -5.745
H 1.049 -0.310 -4.471
C 1.187 2.816 -5.825
H 0.991 4.663 -4.698
H 1.287 0.839 -6.660
H 1.295 3.313 -6.788
Br -1.183 -4.928 4.075
C -0.297 -3.245 4.003
C 0.430 -2.785 5.107
C 1.052 -1.539 5.009
C 0.930 -0.794 3.829
N 0.211 -1.238 2.771
C -0.359 -2.471 2.841
H 0.504 -3.396 6.002
H 1.635 -1.126 5.832
H 1.417 0.181 3.731
H -0.889 -2.852 1.964

Computed properties:
ΔE to the lowest compared entry with this formula, charge and spin = 0.00 kJ/mol
Max |F| = 3.3 eV/Å
E_tot = -5576.08307 a.u.
Net charge = +1
2S+1 = 1

Löwdin atomic charge list, values in e, 2 entries:
1. C -0.33
2. C -0.30

=====

C36H52BiCl3N6O4Se2Si2 as an isolated structure, computed with ωB97M-V/def2-TZVPD.

Atoms and positions in Å:
Bi 0.110 0.262 -0.244
O 0.023 4.388 -4.189
C 0.262 2.991 -4.397
C -1.036 2.222 -4.572
C -1.821 2.663 -5.830
O -2.320 3.999 -5.874
C -1.970 2.442 -3.376
Se -1.437 2.352 -1.471
C -0.693 0.756 -4.892
Se 0.395 -0.319 -3.664
H 0.840 4.760 -3.853
H 0.772 2.555 -3.535
H 0.895 2.841 -5.284
H -2.655 1.958 -5.949
H -1.179 2.565 -6.708
H -3.020 4.061 -5.220
H -2.869 1.833 -3.512
H -2.269 3.492 -3.411
H -0.172 0.756 -5.856
H -1.635 0.222 -5.043
C 4.694 -6.830 1.906
C 3.470 -6.393 1.114
N 2.219 -6.666 1.806
C 1.778 -8.052 1.882
C 1.824 -8.605 3.300
C 1.308 -5.706 2.166
O 0.177 -6.010 2.507
C 1.779 -4.286 2.127
C 2.758 -3.806 2.987
C 3.130 -2.475 2.894
C 2.552 -1.687 1.905
N 1.647 -2.156 1.054
C 1.232 -3.407 1.200
H 5.607 -6.567 1.368
H 4.698 -7.910 2.068
H 4.714 -6.340 2.880
H 3.448 -6.910 0.148
H 3.526 -5.330 0.896
H 2.420 -8.637 1.220
H 0.756 -8.110 1.503
H 2.836 -8.559 3.706
H 1.493 -9.646 3.315
H 1.163 -8.025 3.942
H 3.201 -4.460 3.731
H 3.857 -2.049 3.573
H 2.776 -0.630 1.797
H 0.450 -3.739 0.526
O 0.978 0.837 1.418
Cl 0.243 -6.221 -2.210
C 0.789 -4.863 -3.233
Cl -0.334 -4.618 -4.567
Cl 2.414 -5.228 -3.861
C 0.852 -3.669 -2.407
N 0.901 -2.720 -1.766
C -5.045 -0.191 -0.406
Si -3.502 -1.301 -0.503
C -3.022 -1.272 -2.316
C -4.137 -3.064 -0.198
C -2.221 -0.783 0.687
Si -2.258 -1.176 2.473
C -0.701 -0.844 3.475
C -3.617 -0.213 3.405
C -2.637 -2.997 2.839
H -5.814 -0.480 -1.130
H -4.749 0.841 -0.619
H -5.483 -0.213 0.597
H -3.889 -1.547 -2.927
H -2.205 -1.962 -2.540
H -2.673 -0.282 -2.622
H -4.758 -3.372 -1.045
H -4.740 -3.144 0.708
H -3.308 -3.772 -0.114
H -2.118 0.300 0.561
H -0.366 0.192 3.400
H 0.129 -1.455 3.119
H -0.894 -1.102 4.524
H -3.452 0.864 3.309
H -3.628 -0.457 4.473
H -4.605 -0.435 2.989
H -1.972 -3.664 2.284
H -3.666 -3.274 2.601
H -2.475 -3.185 3.905
N -3.845 6.145 4.281
C -3.886 7.218 5.139
C -4.930 7.933 5.711
C -4.587 8.980 6.548
C -3.246 9.300 6.803
C -2.212 8.583 6.228
C -2.537 7.525 5.382
N -1.715 6.659 4.687
C -2.523 5.855 4.045
C -2.119 4.756 3.158
C -3.056 3.932 2.543
C -2.608 2.924 1.702
N -1.322 2.697 1.472
C -0.425 3.465 2.076
C -0.772 4.514 2.918
H -4.627 5.657 3.884
H -5.966 7.686 5.515
H -5.369 9.564 7.016
H -3.019 10.127 7.464
H -1.176 8.826 6.421
H -4.123 4.049 2.688
H -3.306 2.277 1.182
H 0.608 3.197 1.883
H -0.019 5.131 3.387

Computed properties:
ΔE to the lowest compared entry with this formula, charge and spin = 215.65 kJ/mol
Max |F| = 0.9 eV/Å
E_tot = -9009.54520 a.u.
Net charge = -2
2S+1 = 1

Löwdin atomic charge list, values in e, 2 entries:
1. Bi 1.26
2. O -0.08